Entry from the OMol25 dataset: C41H75Al3BBrClF7N2O13S as an isolated structure (wB97M-V/def2-TZVPD).

Properties
Frontier orbital gap = 1.5 eV
LUMO = -10.06 eV
Total charge = +2
DFT total energy = -7577.6012 hartree
HOMO energy = -11.6 eV

Each line ends with the Mulliken charge.
Positions of all 145 atoms, in Å:
C 3.76964 -0.91810 -0.00288  -0.584
C 4.09287 -0.96022 -1.56023  -0.577
C 3.23783 0.04407 -2.41700  -0.629
C 3.18101 1.52886 -1.84359  0.377
C 2.33384 2.50653 -2.75069  -1.035
C 1.12809 3.18475 -1.96033  -0.296
C 1.61190 4.09123 -0.77187  -0.219
C 0.48035 4.97682 -0.08976  -1.215
C -0.91350 4.97172 -0.82461  -0.344
C -1.99393 5.68726 0.12315  -1.029
C -3.02637 4.66449 0.74882  -0.535
C -4.54066 5.13762 0.63916  0.292
C -5.56449 3.99785 0.96439  -0.579
C -6.30161 3.40498 -0.28953  -1.802
C -5.48907 2.31896 -1.09108  0.637
C -5.21027 1.06885 -0.17677  -1.000
O -4.40709 0.08719 -0.82819  -0.007
C -4.14856 -1.00986 -0.01174  0.542
C -4.29588 -2.34433 -0.64438  -0.399
C -4.00893 -3.55925 0.09689  -0.596
C -3.55825 -3.48273 1.49542  -0.784
C -3.42475 -2.17768 2.13338  -0.519
C -3.71219 -0.95124 1.37339  0.000
O -4.27693 3.01959 -1.56004  -0.034
S -4.64752 3.92052 -2.87954  1.439
O -3.83745 3.73895 -4.06728  -0.670
O -4.90254 5.34368 -2.69506  -0.699
O -6.15801 3.29397 -3.12645  -0.507
C -6.19031 1.98401 -2.48395  0.144
C -5.40192 1.05866 -3.50723  -0.321
C -5.93556 1.12230 -4.99804  -1.153
B -7.63080 1.22167 -2.39953  0.551
C -8.89458 1.78164 -3.20592  -0.848
O -7.78799 0.01925 -1.63783  -0.488
H 4.18247 -1.81663 0.53253  0.573
H 4.27216 -0.02824 0.46593  -0.056
H 2.66542 -0.81160 0.18562  0.114
H 3.88582 -2.02368 -1.87628  0.380
H 5.19808 -0.81177 -1.69550  0.167
H 2.18481 -0.34834 -2.43801  0.350
H 3.65092 0.14136 -3.46199  0.391
H 2.86972 1.55043 -0.76987  0.021
H 4.33087 1.95034 -1.92176  0.180
H 1.94895 1.90302 -3.62507  0.445
H 3.01013 3.28325 -3.20563  0.427
H 0.48639 2.34093 -1.57193  0.038
H 0.54291 3.73574 -2.74838  0.554
H 1.99259 3.39045 0.03185  -0.162
H 2.49886 4.73893 -1.02794  0.550
H 0.85455 6.04243 -0.11449  0.214
H 0.39339 4.68055 0.98941  0.522
H -0.78627 5.53793 -1.79139  0.360
H -1.31234 3.95384 -1.06731  0.157
H -1.37989 6.13721 0.96335  0.594
H -2.46965 6.56902 -0.39221  0.557
H -2.86240 3.64262 0.33052  -0.224
H -2.77260 4.58993 1.86025  0.513
H -4.74361 5.69136 -0.31402  0.750
H -4.65325 5.92861 1.48674  0.299
H -5.05012 3.24177 1.61838  0.438
H -6.43708 4.52350 1.69324  0.263
H -6.67172 4.25922 -0.90387  1.058
H -7.22702 2.88572 0.10565  0.558
H -6.21031 0.70126 0.17508  0.353
H -4.65205 1.39785 0.74813  -0.067
H -4.63316 -2.39238 -1.70661  0.355
H -4.10118 -4.54036 -0.42478  0.369
H -3.30848 -4.40592 2.06402  0.418
H -3.07849 -2.08667 3.18783  0.471
H -3.58110 0.03571 1.86940  0.164
H -5.55562 -0.00680 -3.15821  0.050
H -4.29493 1.21146 -3.52806  0.427
H -5.05858 1.08953 -5.70359  0.276
H -6.61504 1.97898 -5.22129  0.252
H -6.51401 0.17922 -5.20200  0.370
H -9.82028 1.63837 -2.59185  0.304
H -9.01692 1.11554 -4.11464  0.306
H -8.76400 2.85099 -3.51115  0.247
H -7.43581 -0.69010 -2.21436  0.314
Al -3.92745 6.65467 2.65598  0.359
C 8.36250 -0.85469 -0.89820  -0.050
O 7.23526 -0.35473 -0.91365  -0.568
N 8.64324 -2.07995 -0.44559  0.238
C 9.98941 -2.62452 -0.44822  -0.954
C 7.55800 -2.89686 0.06755  -1.000
H 9.24560 -0.31126 -1.26655  0.364
H 10.00165 -3.53142 -1.05445  0.337
H 10.27625 -2.86660 0.57700  0.358
H 10.70146 -1.91014 -0.85935  0.316
H 6.81574 -3.04044 -0.72027  0.217
H 7.08447 -2.37884 0.90468  0.289
H 7.93142 -3.86359 0.39912  0.514
Br 5.54854 1.92053 -0.63954  0.127
Cl -7.65096 5.37435 1.26916  -0.224
C -7.53210 -1.73553 3.46250  -0.360
C -6.28869 -1.95620 4.23441  0.444
N -5.32138 -2.12844 4.84525  -0.452
H -8.17657 -2.61576 3.53030  0.117
H -8.06658 -0.87305 3.86043  0.309
H -7.28894 -1.55261 2.41437  0.024
O -9.71644 -3.68331 4.11804  -0.435
H -10.34495 -3.98020 4.78736  0.315
F 9.04781 -2.76120 -5.92128  -0.221
Al 9.39859 -3.91206 -4.59821  0.630
F 9.67872 -5.47867 -5.26401  -0.356
F 8.04295 -3.96318 -3.51052  -0.302
F 10.80968 -3.36837 -3.74413  -0.381
C 2.50743 1.41983 6.49881  -0.854
O 2.38473 1.45052 5.08801  -0.244
C 3.46351 0.82310 4.41129  -0.852
C 2.96600 0.00692 3.22600  0.589
O 2.25904 -1.18218 3.56515  -0.455
C 0.98220 -1.04054 4.18241  -0.562
C -0.11081 -0.48158 3.28211  -0.284
O 0.10495 0.90050 3.00447  -0.370
C -0.15407 1.24855 1.66138  -0.230
H 3.20858 2.19026 6.83557  0.316
H 1.52502 1.62729 6.92646  0.239
H 2.82765 0.43782 6.85623  0.385
H 4.02993 0.17169 5.08359  0.383
H 4.13207 1.61225 4.05198  0.393
H 3.84526 -0.33213 2.66979  0.261
H 2.38596 0.61955 2.53303  -0.385
H 1.05784 -0.48125 5.11448  0.108
H 0.68521 -2.05491 4.46297  0.471
H -1.07650 -0.56412 3.79089  0.324
H -0.14643 -1.07346 2.36157  0.339
H 0.27174 0.51413 0.96848  0.241
H 0.32325 2.21246 1.46549  0.063
H -1.23291 1.34417 1.49477  0.067
Al 9.39633 -0.80190 -5.75037  0.645
C 6.29104 -8.60884 -1.10644  -1.193
C 5.81042 -7.21513 -1.45608  -0.027
O 4.69178 -6.83429 -0.63068  -0.331
C 4.98907 -6.40738 0.59970  0.383
O 6.09780 -6.32627 1.04681  -0.509
C 3.71437 -5.99538 1.33863  0.857
F 2.73260 -6.90237 1.20541  -0.255
F 3.22873 -4.82430 0.87121  -0.239
F 3.91579 -5.83452 2.65139  -0.234
H 5.46863 -9.32396 -1.16952  0.307
H 7.08584 -8.92193 -1.78415  0.395
H 6.67271 -8.65060 -0.08514  0.323
H 5.45605 -7.19695 -2.48667  0.329
H 6.61348 -6.47951 -1.37810  0.197